48
Properties=species:S:1:pos:R:3:forces:R:3 method="wB97M-V/def2-TZVPD" smiles="CCN1CCC[C@@H]1CNC(=O)CN(C)S(=O)(=O)c1ccc(Cl)cc1" e_homo_ev=-8.20 multiplicity=1 lumo_energy_ha=0.012 largest_force_ev_per_a=1.0 total_energy_ha=-1872.4565 de_lowest_kj_mol=16.7 gap_ha=0.3131
C 0.82564 1.14924 3.73183 -0.152 -0.035 -0.305
C 0.17769 0.95265 2.35622 0.073 -0.079 0.209
N 0.56367 1.87976 1.31406 -0.050 -0.069 -0.039
C 0.17288 3.26693 1.49336 -0.098 0.241 -0.141
C 1.41730 4.04571 1.97338 -0.124 0.017 0.007
C 2.60187 3.12002 1.66091 0.014 -0.225 -0.014
C 1.96812 1.90260 0.95207 0.127 0.059 -0.294
C 2.08846 2.05225 -0.57821 -0.011 -0.039 0.213
N 1.31529 1.03690 -1.24754 0.536 -0.096 0.035
C 0.10053 1.29515 -1.75623 -0.085 -0.486 -0.279
O -0.34800 2.39976 -1.98102 -0.264 0.303 -0.031
C -0.68440 0.00404 -2.05404 0.177 0.287 -0.190
N -1.02553 -0.63659 -0.80657 0.574 -0.804 0.324
C -2.22496 -0.22299 -0.13123 -0.318 -0.056 0.313
S -0.21580 -1.98851 -0.35031 -0.401 0.112 -0.227
O 1.16157 -1.82012 -0.73228 -0.080 -0.174 -0.320
O -0.52247 -2.25622 1.02172 -0.304 -0.083 -0.087
C -0.92048 -3.28353 -1.36954 0.382 0.413 0.336
C -2.14826 -3.81145 -1.01572 -0.081 -0.044 0.069
C -2.74331 -4.76252 -1.82507 0.059 0.023 -0.063
C -2.09450 -5.16629 -2.98541 0.178 0.226 0.167
Cl -2.83172 -6.34787 -3.99893 -0.101 -0.162 -0.134
C -0.86000 -4.63836 -3.33903 -0.149 -0.046 0.036
C -0.27301 -3.68812 -2.52126 0.125 0.025 -0.014
H 0.61531 2.14252 4.12177 -0.001 0.119 0.097
H 1.90309 1.01544 3.67806 0.143 -0.006 0.037
H 0.42604 0.41444 4.42624 -0.002 -0.063 0.142
H -0.90796 1.03334 2.46316 0.008 -0.115 -0.007
H 0.39496 -0.05690 1.99430 -0.090 0.045 0.089
H -0.15861 3.64887 0.52229 -0.051 0.105 0.107
H -0.66195 3.34559 2.18971 -0.054 -0.023 -0.022
H 1.35843 4.25286 3.04160 0.021 0.038 0.005
H 1.50207 4.99821 1.45340 -0.008 0.069 0.042
H 3.10506 2.80951 2.57582 0.047 0.015 -0.011
H 3.33850 3.60179 1.01984 0.112 0.023 0.000
H 2.43972 0.95835 1.23857 -0.018 -0.008 0.038
H 1.69140 3.01764 -0.89557 0.122 0.011 -0.001
H 3.13714 1.97078 -0.87793 -0.043 0.134 0.015
H 1.52072 0.07349 -1.00345 -0.067 0.163 -0.095
H -1.59098 0.24520 -2.61703 0.129 -0.010 0.072
H -0.06296 -0.67958 -2.63440 -0.035 0.122 -0.162
H -2.19567 0.85427 0.03713 0.022 0.002 0.018
H -3.11916 -0.47627 -0.71228 0.016 0.034 0.019
H -2.24750 -0.73658 0.82610 -0.202 0.146 0.079
H -2.61509 -3.48454 -0.10051 -0.147 -0.030 0.117
H -3.69789 -5.19113 -1.56400 -0.071 -0.043 0.014
H -0.36830 -4.97053 -4.23956 0.028 -0.038 -0.070
H 0.69303 -3.26919 -2.75448 0.115 0.003 -0.089